28
Properties=species:S:1:pos:R:3:forces:R:3:mulliken_charge:R:1 method="wB97M-V/def2-TZVPD" e_lumo_ev=-0.51 total_energy_ev=-160070.470 de_lowest_ev=0.0000 multiplicity=1 homo_lumo_gap_ev=4.74
C 3.421614 -1.440792 1.342311 0.085 -0.001 0.118 -1.4283
C 2.592160 -0.595179 0.449151 -0.300 0.265 -0.064 0.6873
Br 2.553391 -1.054229 -1.334244 0.305 -0.025 -0.376 -0.0252
C 1.801833 0.412042 0.851018 -0.033 -0.187 -0.033 -0.5476
Br 1.623346 0.890323 2.676882 0.020 -0.002 0.198 -0.1059
C 0.974048 1.205462 -0.040077 -0.034 -0.141 0.131 -0.3229
C 1.270480 2.316989 -0.742526 0.045 0.059 -0.078 0.6884
F 2.387920 2.967319 -0.867993 0.371 0.183 -0.025 -0.2803
N 0.159442 2.746018 -1.401852 -0.255 0.091 -0.022 -0.0044
C -0.843763 1.914259 -1.097585 0.029 -0.173 -0.055 -0.1471
N -0.378624 0.973836 -0.300826 -0.063 0.050 0.003 0.4345
C -1.132834 -0.145347 0.290351 0.075 -0.156 0.047 -0.6467
C -2.447534 -0.478634 -0.416617 0.026 0.066 0.080 0.5910
C -3.590486 -0.617802 0.561563 0.122 -0.170 -0.069 -1.4819
F -2.291130 -1.663676 -1.091853 0.013 -0.100 -0.133 -0.3060
H 3.842541 -2.275583 0.797629 0.028 -0.079 -0.060 0.4146
H 2.813405 -1.826302 2.157109 -0.038 -0.021 0.108 0.3708
H 4.225877 -0.840938 1.765627 0.079 0.023 0.102 0.3382
H 0.091030 3.552373 -2.000091 0.053 0.040 -0.043 0.2270
H -1.849836 2.005380 -1.454243 -0.029 0.056 -0.071 0.4511
H -0.482792 -1.022046 0.245432 0.069 -0.188 -0.109 0.4300
H -1.299437 0.095478 1.336908 -0.004 0.124 0.087 0.3362
H -2.693899 0.264741 -1.177128 -0.080 0.039 -0.010 0.0396
H -3.868492 0.351831 0.967258 -0.055 0.086 0.083 0.3501
H -4.437718 -1.064869 0.052812 -0.161 0.056 -0.048 0.4038
H -3.299870 -1.281215 1.372582 0.003 -0.037 0.117 0.3748
O 0.679220 -3.101074 -1.402116 0.003 0.250 0.304 -0.9787
H 0.180106 -2.288365 -1.539481 -0.272 -0.108 -0.186 0.1377



24
Properties=species:S:1:pos:R:3:forces:R:3:mulliken_charge:R:1 method="wB97M-V/def2-TZVPD" e_lumo_ev="0.33 / 0.33" total_energy_ev=-99967.133 de_lowest_ev=3.4987 multiplicity=1 homo_lumo_gap_ev="8.50 / 8.50"
C -1.906310 0.406385 1.261708 1.514 -0.678 -2.040 -0.6821
C -1.143811 1.605439 -0.685204 1.014 0.352 -1.612 -0.4627
C -0.857915 -0.510853 1.111982 0.051 3.015 -1.819 -0.7715
C 0.037564 0.782193 -0.826270 -4.475 0.473 2.524 -0.5575
C -2.085057 1.421339 0.335767 1.179 1.559 -0.640 0.6470
C 0.040333 -0.217872 0.101461 2.875 -2.973 -0.075 0.4104
C -3.263744 2.380035 0.483762 2.814 2.028 -1.298 -1.3911
C 1.867121 -2.323089 -1.470758 -2.613 0.016 -0.195 -1.1428
C 1.781416 -1.915101 -0.055929 -1.534 3.004 0.565 0.4415
Si 3.081858 -0.688417 0.582039 -0.646 -1.608 -0.092 0.5808
Cl 3.487579 0.886926 -0.633593 0.015 0.295 -0.578 -0.2380
Br 1.085848 -3.264321 1.070079 0.298 0.075 0.486 -0.1458
H -2.686503 0.229393 1.900274 -1.611 -0.390 2.032 0.4674
H -1.277335 2.379890 -1.532794 -0.030 -1.060 1.753 0.1624
H -0.691589 -1.309211 1.736757 0.150 -1.796 1.385 0.3603
H 0.599392 0.944207 -1.664042 1.896 0.056 -1.678 0.5502
H -3.081793 3.397094 -0.063179 0.134 -1.796 0.812 0.2872
H -3.955227 1.909292 -0.171881 -2.055 -0.185 0.744 0.3859
H -3.270589 2.687376 1.539863 -1.459 -0.675 -0.352 0.3998
H 1.339043 -3.292730 -1.565379 0.324 0.598 -0.534 0.4087
H 2.876724 -2.422109 -1.744010 1.359 -0.120 -0.826 0.3511
H 1.318713 -1.521972 -2.032647 0.793 -0.901 -0.122 0.2083
H 2.299266 -0.153303 1.657403 0.447 0.340 1.166 -0.1180
H 4.405017 -1.410591 0.664592 -0.441 0.372 0.393 -0.1514



35
Properties=species:S:1:pos:R:3:forces:R:3:mulliken_spin:R:1 method="wB97M-V/def2-TZVPD" e_lumo_ev="-2.93 / -5.51" total_energy_ev=-82941.072 charge=+1 de_lowest_ev=0.0000 multiplicity=5 s_squared=6.027 homo_lumo_gap_ev="6.85 / 6.03"
Ir 0.108286 0.103730 0.118341 -0.520 -0.131 -0.417 2.1051
O 0.428754 -0.446787 2.179045 -0.130 -0.010 0.070 0.1041
N -0.539009 -1.197386 2.706140 0.269 0.179 0.013 0.0271
C -0.574607 -1.244233 4.059407 -0.022 -0.045 -0.096 -0.0141
C -1.498572 -2.012930 4.706544 -0.015 -0.001 0.038 0.0261
C -2.410314 -2.752645 3.951069 -0.015 -0.020 0.049 -0.0170
C -2.357825 -2.685363 2.581569 -0.014 -0.006 -0.124 0.0008
C -1.407010 -1.888743 1.931141 -0.069 -0.032 0.145 0.0240
S -1.287921 -1.789167 0.204887 0.034 0.050 0.029 0.3853
H 0.179011 -0.640164 4.539641 0.002 0.002 -0.005 0.0000
H -1.501967 -2.030693 5.786398 -0.014 -0.020 -0.013 0.0010
H -3.149252 -3.374694 4.437122 0.005 0.013 -0.003 -0.0012
H -3.043935 -3.246174 1.962584 0.002 0.003 0.014 -0.0018
C -3.976077 1.415044 -0.125497 0.104 0.094 -0.143 0.0060
O -3.108985 2.406969 -0.749765 -0.106 -0.103 0.115 0.0093
C -1.958074 2.654146 -0.195152 -0.132 0.135 -0.110 -0.0035
S -0.898442 3.801246 -0.748983 0.065 0.065 -0.107 0.7367
S -1.272602 1.911156 1.152514 0.066 -0.080 0.293 0.4685
H -4.933291 1.544464 -0.616078 -0.020 -0.035 -0.011 0.0020
H -4.058234 1.608279 0.940614 0.003 0.024 0.012 -0.0037
H -3.565575 0.423195 -0.306840 -0.009 -0.029 0.046 -0.0038
N 1.497604 0.243317 -5.101156 -0.139 0.128 0.279 0.0015
N 0.663029 0.369834 -4.003110 0.086 -0.008 -0.336 0.0068
N -0.617707 0.623750 -4.138631 0.093 0.016 0.207 -0.0027
C -0.983155 0.754278 -2.870444 -0.167 0.131 -0.044 -0.0056
N 0.046806 0.585508 -2.038231 0.410 -0.314 0.086 0.0329
N 1.113747 0.336630 -2.796250 -0.207 0.162 0.203 0.0063
H 0.911678 -0.022846 -5.884056 0.072 -0.069 -0.042 0.0002
H 2.197236 -0.456140 -4.882216 -0.018 -0.066 -0.105 0.0000
H -1.986959 0.990315 -2.560327 0.031 -0.058 -0.018 0.0071
Cl 2.581373 1.491383 0.338808 0.234 -0.045 -0.010 0.0490
C 3.522568 0.112077 -0.282892 -0.064 0.043 0.046 -0.0057
Cl 2.552561 -1.375442 -0.305066 0.166 0.052 -0.028 0.0533
H 4.364239 -0.039597 0.379963 0.022 -0.014 -0.005 0.0041
H 3.823522 0.343882 -1.295892 -0.004 -0.010 -0.027 0.0020



26
Properties=species:S:1:pos:R:3:forces:R:3:mulliken_charge:R:1 method="wB97M-V/def2-TZVPD" e_lumo_ev=0.52 total_energy_ev=-27546.364 multiplicity=1 homo_lumo_gap_ev=9.21 smiles="C=C1N=C[C@@H](CSCN=C=N)C[C@H]1F"
C 2.931791 2.596896 0.757572 -1.227 -2.655 2.016 -1.0130
C 1.878663 1.742870 0.627362 2.724 2.088 2.451 0.5116
N 0.799342 1.997821 -0.150957 -1.025 0.245 -1.379 -0.6285
C 0.004776 1.044850 -0.420158 -1.541 2.673 -2.460 -0.2225
C 0.164910 -0.340216 -0.049473 -2.815 -0.416 0.597 1.4012
C -0.065046 -1.291478 -1.193482 -1.118 0.950 -2.042 -1.1775
S -1.798943 -1.224490 -1.824732 2.145 -1.435 -0.267 -0.1561
C -2.510713 -2.092151 -0.367408 1.150 -2.049 -1.666 -0.4220
N -3.530656 -1.260255 0.174629 -0.743 -0.252 1.465 -0.5985
C -3.572429 -0.138104 -0.267327 0.058 1.087 -0.997 0.6946
N -3.370066 0.814728 -0.999625 -1.749 1.238 1.245 -0.4543
C 1.494601 -0.606893 0.441395 3.416 2.296 0.743 -1.6603
C 1.894776 0.517708 1.475517 0.998 -2.065 -1.136 0.1942
F 3.221219 0.347981 1.943918 -0.792 -0.562 -0.091 -0.3793
H 3.140886 3.442794 0.234705 -0.170 2.243 -1.848 0.4122
H 3.613906 2.464505 1.598489 -0.016 -0.447 -0.527 0.2333
H -0.857638 1.364333 -1.108663 1.014 -0.842 1.230 0.2820
H -0.674894 -0.460296 0.789743 1.627 -0.330 -1.448 0.1019
H 0.021690 -2.294314 -0.878593 0.666 -1.135 0.321 0.3941
H 0.612710 -1.104303 -2.080978 -0.622 -0.107 1.157 0.4121
H -2.913953 -3.008533 -0.887448 -0.102 0.771 1.187 0.3534
H -1.695483 -2.457963 0.349275 -1.245 0.822 -0.766 0.2978
H -3.824654 1.723301 -1.012950 0.335 -0.342 -0.017 0.2589
H 1.452114 -1.541110 0.848269 0.519 -2.611 1.487 0.5857
H 2.301569 -0.605922 -0.358160 -1.096 0.064 0.683 0.2834
H 1.281526 0.368239 2.359080 -0.390 0.772 0.061 0.2955



27
Properties=species:S:1:pos:R:3:forces:R:3:mulliken_charge:R:1 method="wB97M-V/def2-TZVPD" e_lumo_ev=-16.91 total_energy_ev=-22668.848 charge=+3 multiplicity=1 homo_lumo_gap_ev=4.51
C 2.844558 -1.498718 0.011703 -1.141 0.004 -0.680 -1.0636
C 2.714919 -0.077386 0.551875 0.262 0.212 0.710 -0.2951
C 2.060073 0.650865 -0.755008 0.859 0.310 -1.008 -0.5364
C 0.827865 1.390460 -0.046410 -1.240 0.036 0.750 -0.8479
N -0.392089 1.147990 -0.621090 0.859 -2.180 0.217 0.0972
C -1.466368 0.463431 0.157524 -0.747 0.364 -0.355 0.5754
C -1.844733 1.311468 1.284674 0.508 0.246 0.174 -0.0148
N -2.009251 2.059461 2.140454 -0.163 -0.079 0.006 -0.2243
C -2.698783 0.215408 -0.777049 0.259 -0.446 -0.147 -0.0004
C -2.526459 -1.056212 -1.476746 -0.075 -0.176 0.071 0.3001
N -2.404359 -2.094282 -1.950500 0.043 0.063 -0.081 -0.2661
O -0.856076 -0.771943 0.552114 -0.280 0.397 0.252 -0.3629
C -1.270928 -1.257593 1.709467 0.617 -0.501 -0.025 0.4520
N -1.420626 -1.820208 2.702462 -0.341 0.220 -0.025 -0.2752
H 3.713351 -1.858631 0.619594 0.095 0.183 0.046 0.3617
H 3.096682 -1.581308 -1.044869 0.473 -0.088 0.085 0.4569
H 1.954372 -2.092615 0.202424 0.103 -0.143 0.177 0.3629
H 3.657068 0.459695 0.711659 -0.189 0.421 -0.099 0.4465
H 2.153775 -0.035864 1.484375 0.038 -0.330 0.084 0.4406
H 2.783928 1.346590 -1.180779 0.276 -0.120 0.168 0.5055
H 1.752143 -0.022092 -1.552773 -0.493 0.070 0.066 0.5223
H 0.764316 1.323444 1.047116 -0.019 0.506 0.058 0.6443
H 1.165190 2.453749 -0.259840 0.664 -0.274 -0.256 0.3607
H -0.333209 0.718725 -1.553544 -0.284 0.848 -0.372 0.4020
H -3.660959 0.154195 -0.201445 1.602 0.472 -0.266 -0.5212
H -2.769751 0.995433 -1.540273 -0.183 0.324 0.308 0.5543
In -5.858453 -0.288954 -0.068501 -1.502 -0.340 0.140 0.9252